No. 1
Molecular formula: C35H35CeN5O2S3Si
Method: DFT, wB97M-V/def2-TZVPD

Computed properties:
E_LUMO (alpha / beta): -2.07 / -2.07 eV
Frontier orbital gap (alpha / beta): 5.450 / 5.446 eV
Total energy: -3738.15119 Eh
HOMO (alpha / beta): -7.52 / -7.52 eV
Total charge: 0
Strongest force on any atom: 4.3 eV/A
Relative energy (zero: lowest compared OMol25 entry of this formula, charge and spin): 123.89 kJ/mol

Positions of all 82 atoms, in Å:
Ce1 1.466997 0.810410 0.823081
S1 4.220857 0.494485 1.774555
C1 4.762064 2.119167 1.709378
C2 5.928869 2.367369 2.492726
N1 6.879575 2.520552 3.120889
C3 4.201568 3.156432 0.961622
S2 2.894361 3.045844 -0.148103
C4 4.765058 4.461009 1.072011
N2 5.193306 5.524981 1.155569
C5 1.732906 -1.697971 0.155547
Si1 1.139664 -2.176904 -1.513375
C6 0.999130 -0.569243 -2.557225
N3 0.319312 0.518993 -1.821590
C7 -1.122215 0.177882 -1.643806
C8 -2.063176 1.320555 -2.009475
C9 -1.846338 1.722802 -3.469973
C10 -0.349354 1.971469 -3.765819
C11 0.489882 1.822634 -2.496474
C12 2.270910 -3.244908 -2.612568
C13 3.467600 -2.708721 -3.098658
C14 4.316267 -3.444423 -3.912070
C15 3.989098 -4.748687 -4.252968
C16 2.819348 -5.310745 -3.763498
C17 1.975528 -4.566863 -2.950833
C18 -0.511168 -3.114152 -1.537509
C19 -1.182866 -3.384207 -2.731539
C20 -2.325068 -4.169305 -2.756486
C21 -2.823061 -4.708155 -1.576808
C22 -2.181452 -4.440488 -0.377165
C23 -1.039586 -3.650047 -0.362542
H1 2.816172 -1.867056 0.227858
H2 1.269055 -2.294284 0.947982
H3 0.516524 -0.743222 -3.529786
H4 2.024259 -0.242272 -2.763253
H5 -1.292692 -0.146842 -0.610371
H6 -1.370279 -0.670493 -2.287401
H7 -1.892119 2.169350 -1.348638
H8 -3.092669 0.989131 -1.860765
H9 -2.433028 2.615221 -3.692452
H10 -2.227945 0.923463 -4.109575
H11 -0.195150 2.975602 -4.163176
H12 0.011080 1.274654 -4.523712
H13 0.218155 2.617415 -1.798284
H14 1.549670 1.945948 -2.728041
H15 3.744862 -1.693684 -2.830791
H16 5.232130 -2.999987 -4.282533
H17 4.646145 -5.324856 -4.892191
H18 2.561976 -6.331377 -4.019354
H19 1.067299 -5.023138 -2.575276
H20 -0.794511 -2.984764 -3.664043
H21 -2.824066 -4.371017 -3.696395
H22 -3.702263 -5.339706 -1.596575
H23 -2.568144 -4.854175 0.546273
H24 -0.543351 -3.450132 0.580795
C24 -6.463238 3.256938 2.945280
C25 -4.997066 3.030125 2.704370
C26 -4.041499 3.930423 3.162208
C27 -2.689779 3.701920 2.949108
C28 -2.301692 2.563213 2.269709
C29 -3.237716 1.658658 1.782302
C30 -4.579603 1.898586 1.999671
S3 -0.594484 2.197370 1.974812
O1 0.264812 3.159477 2.619736
O2 -0.458588 2.156905 0.513658
N4 -0.300068 0.712436 2.432726
C31 0.442291 0.518159 3.594180
C32 0.209143 1.188900 4.801644
C33 1.030325 0.919831 5.874206
C34 2.046036 -0.021166 5.739693
C35 2.202602 -0.633473 4.514234
N5 1.433990 -0.369883 3.454574
H25 -6.638885 4.155488 3.534032
H26 -6.902906 2.409663 3.472808
H27 -6.993242 3.360209 1.996809
H28 -4.357658 4.823647 3.685906
H29 -1.935327 4.398577 3.294212
H30 -2.899235 0.784868 1.237770
H31 -5.320848 1.206813 1.618489
H32 -0.594426 1.908462 4.864745
H33 0.883504 1.440726 6.811424
H34 2.701966 -0.261924 6.563256
H35 2.982457 -1.368455 4.351230

Cartesian forces, eV/Å:
Ce 3.104 -2.520 -1.684
S -1.264 -0.165 -0.629
C -0.709 1.170 -0.882
C 0.230 0.283 0.140
N 0.030 0.005 0.058
C 0.944 -1.096 1.000
S -0.988 -1.095 0.120
C 0.225 0.225 0.087
N 0.022 0.079 -0.014
C -0.157 0.934 0.357
Si -0.209 -0.108 -1.082
C 0.049 -0.145 0.382
N 0.270 0.136 0.538
C -0.161 0.138 0.091
C 0.184 0.005 -0.082
C -0.005 0.029 0.073
C -0.056 -0.101 0.129
C -0.018 0.216 -0.202
C 0.123 0.150 0.380
C -0.046 0.057 0.045
C 0.051 0.048 -0.034
C -0.014 -0.002 0.018
C 0.017 -0.031 -0.045
C -0.093 0.030 0.058
C 0.187 0.149 0.411
C 0.071 0.068 -0.088
C -0.018 0.012 -0.029
C 0.026 0.013 0.018
C -0.083 -0.043 0.023
C 0.039 0.063 -0.015
H -0.041 0.194 0.036
H 0.009 0.126 0.062
H 0.054 -0.040 0.020
H -0.022 -0.014 -0.022
H -0.025 -0.083 -0.033
H 0.050 -0.031 0.055
H -0.097 0.016 0.005
H 0.006 -0.014 0.044
H -0.015 -0.031 -0.031
H 0.001 0.018 -0.032
H 0.040 -0.025 -0.012
H 0.012 0.021 -0.030
H 0.067 -0.026 0.018
H -0.023 -0.029 0.073
H 0.064 -0.019 -0.049
H -0.013 -0.006 0.021
H -0.006 0.000 0.008
H -0.002 0.009 0.020
H -0.008 -0.023 -0.024
H -0.012 -0.039 -0.009
H 0.015 0.003 0.002
H -0.011 0.027 0.008
H 0.018 0.005 -0.003
H -0.042 -0.059 0.018
C 0.010 0.028 -0.042
C -0.051 0.029 0.001
C -0.047 -0.046 -0.028
C 0.284 0.119 0.045
C 0.274 -0.174 -0.025
C 0.016 -0.072 -0.069
C 0.074 0.012 -0.004
S -2.293 1.876 1.708
O -0.188 -0.130 -0.118
O 0.184 -0.286 -0.492
N 0.069 0.191 -0.884
C 0.449 -0.311 1.424
C -0.111 -0.093 -0.279
C 0.000 -0.022 0.011
C -0.118 0.017 -0.084
C 0.297 -0.204 -0.069
N -0.540 0.589 -0.546
H 0.008 -0.004 -0.006
H 0.003 0.002 0.009
H -0.012 0.010 0.017
H 0.019 -0.015 0.026
H -0.047 -0.001 0.032
H -0.101 -0.034 0.024
H 0.022 -0.030 0.019
H 0.006 0.025 0.070
H -0.014 -0.021 0.000
H 0.014 -0.026 -0.027
H 0.024 0.087 0.001



No. 2
Molecular formula: C35H35CrFN3O2PS3Te
Method: DFT, wB97M-V/def2-TZVPD

Computed properties:
Expectation value of S²: 3.824
E_LUMO (alpha / beta): 2.16 / 2.03 eV
Multiplicity: 4
Frontier orbital gap (alpha / beta): 6.053 / 6.068 eV
Total energy: -4618.03472 Eh
HOMO (alpha / beta): -3.89 / -4.04 eV
Total charge: -1
Strongest force on any atom: 0.5 eV/A
Relative energy (zero: lowest compared OMol25 entry of this formula, charge and spin): 0.00 kJ/mol

Positions of all 82 atoms, in Å:
Cr1 0.153805 0.420884 0.194492
C1 3.989913 -1.584314 -0.108099
C2 2.878052 -0.774748 -0.385780
N1 1.855217 -0.688643 0.434025
C3 1.866593 -1.352812 1.626924
C4 2.946241 -2.183483 1.976469
C5 4.012580 -2.292301 1.058076
C6 2.939392 -2.847688 3.225803
C7 1.881650 -2.651585 4.061628
C8 0.804921 -1.805563 3.730857
C9 0.759415 -1.121248 2.525348
N2 -0.167555 -0.232778 2.051718
C10 -1.256124 0.290519 2.686149
C11 -1.730452 0.071879 3.972950
C12 -2.868255 0.737502 4.464884
C13 -3.572743 1.634428 3.717712
C14 -3.137097 1.903375 2.399401
C15 -3.791160 2.823794 1.553414
C16 -3.321616 3.049076 0.292426
C17 -2.187444 2.346647 -0.141833
N3 -1.559884 1.485454 0.624088
C18 -2.003697 1.240836 1.891544
H1 4.796708 -1.629701 -0.826479
H2 2.839012 -0.186380 -1.291852
H3 4.850862 -2.934184 1.305191
H4 3.768897 -3.489092 3.495902
H5 1.857335 -3.152027 5.022396
H6 0.022241 -1.715235 4.457449
H7 -1.249608 -0.617272 4.637616
H8 -3.186566 0.517221 5.477158
H9 -4.447253 2.141099 4.106515
H10 -4.667337 3.343372 1.924376
H11 -3.801507 3.748484 -0.378476
H12 -1.791437 2.477692 -1.141434
F1 3.034343 1.287019 6.168950
C19 2.636005 1.517341 4.886818
C20 3.454115 1.130186 3.849250
C21 3.033169 1.363976 2.546062
C22 1.803615 1.967006 2.258438
C23 1.306115 2.105124 0.871957
C24 1.026889 2.365787 3.354511
C25 1.425767 2.141325 4.662534
H13 4.399393 0.646199 4.059917
H14 3.672484 1.054994 1.725488
H15 2.123972 2.171354 0.152362
H16 0.676468 2.992506 0.767266
H17 0.068870 2.841589 3.173091
H18 0.807268 2.435772 5.500907
C26 0.050523 -2.949594 -4.253718
C27 1.376169 -2.521981 -3.650251
C28 2.487226 -2.490485 -4.683133
O1 1.184323 -1.274364 -2.945647
P1 1.339713 0.219223 -3.478783
S1 3.163149 0.732255 -3.952999
S2 0.466753 1.398736 -2.095287
O2 0.393062 0.162578 -4.782776
C29 -0.286826 1.324961 -5.289315
C30 0.023176 1.418642 -6.769514
C31 -1.765715 1.172957 -4.990566
H19 0.140374 -3.961393 -4.656020
H20 -0.225779 -2.270227 -5.061985
H21 -0.737175 -2.931260 -3.501509
H22 1.654795 -3.214386 -2.853036
H23 2.256701 -1.790829 -5.488082
H24 2.577260 -3.493582 -5.106659
H25 3.440414 -2.197444 -4.246541
H26 0.101816 2.208680 -4.777030
H27 -0.323932 0.518976 -7.282360
H28 1.097953 1.515011 -6.923149
H29 -0.477472 2.284543 -7.208015
H30 -2.160411 0.288912 -5.496787
H31 -2.317409 2.051108 -5.334743
H32 -1.915690 1.051731 -3.917484
Te1 -1.316241 -1.717480 -0.779502
C32 -3.129067 -1.439754 0.251743
C33 -4.188084 -0.649590 -0.106873
C34 -5.275911 -0.699262 0.809670
C35 -5.038169 -1.538347 1.856881
S3 -3.488443 -2.255042 1.720663
H33 -4.180947 -0.050546 -1.008189
H34 -6.192185 -0.135018 0.691783
H35 -5.685525 -1.761113 2.691106

Cartesian forces, eV/Å:
Cr 0.213 0.443 -0.162
C -0.005 0.018 -0.025
C 0.031 -0.029 0.007
N -0.055 -0.114 0.043
C 0.010 0.025 -0.001
C 0.009 -0.017 0.021
C 0.010 -0.021 0.010
C 0.027 0.003 -0.019
C -0.043 0.007 0.012
C 0.027 -0.020 0.010
C 0.022 0.008 0.015
N -0.107 -0.072 -0.014
C -0.004 0.024 0.011
C -0.040 0.042 0.011
C 0.023 -0.022 -0.004
C 0.007 0.046 -0.006
C -0.045 -0.008 0.046
C -0.009 -0.001 0.000
C -0.004 -0.020 -0.025
C -0.086 -0.038 -0.086
N -0.024 -0.103 0.136
C 0.021 -0.031 -0.007
H 0.005 0.006 0.009
H 0.025 0.009 0.007
H -0.002 0.008 0.003
H -0.005 0.001 -0.004
H -0.003 0.005 0.001
H -0.013 -0.029 -0.007
H 0.024 0.029 0.025
H 0.004 -0.001 0.003
H 0.004 -0.015 -0.010
H 0.003 -0.005 -0.002
H -0.001 -0.010 0.007
H 0.021 0.013 0.008
F 0.007 -0.008 0.031
C -0.010 0.005 -0.015
C 0.010 0.001 -0.018
C 0.026 -0.017 0.006
C -0.040 0.058 0.017
C 0.055 -0.086 0.081
C 0.019 0.011 -0.008
C 0.003 0.001 -0.003
H -0.004 0.003 -0.002
H -0.004 0.012 0.005
H 0.007 0.002 0.005
H -0.025 -0.013 -0.053
H 0.009 0.007 0.004
H 0.001 -0.001 -0.005
C -0.011 0.006 -0.066
C -0.090 -0.057 -0.121
C 0.012 -0.006 -0.008
O 0.117 0.032 0.168
P -0.106 0.056 -0.085
S 0.010 0.052 0.011
S 0.058 0.069 0.103
O -0.101 -0.082 0.026
C 0.054 0.028 -0.007
C 0.010 0.011 -0.016
C 0.004 -0.019 0.010
H -0.003 -0.004 0.013
H 0.012 -0.037 0.021
H 0.016 -0.016 -0.006
H -0.036 -0.004 0.035
H 0.010 -0.029 0.020
H 0.012 -0.003 -0.002
H -0.023 -0.004 -0.008
H 0.006 0.015 0.007
H -0.004 0.006 0.004
H -0.005 -0.002 0.006
H 0.004 -0.008 0.003
H 0.004 0.010 0.001
H 0.010 -0.006 -0.004
H -0.001 0.000 -0.016
Te -0.102 -0.138 -0.223
C 0.012 -0.031 0.064
C -0.001 0.045 0.002
C -0.007 0.010 -0.012
C 0.005 0.019 0.027
S 0.020 -0.007 -0.004
H 0.005 -0.013 0.013
H 0.010 -0.013 0.004
H 0.008 0.016 -0.016